No. 1
Formula: C4H11NO
Source: the Open Molecules 2025 dataset
Level of theory: ωB97M-V with the def2-TZVPD basis set

Summary:
E_tot: -7862.5718 eV
Relative energy (zero: lowest compared OMol25 entry of this formula, charge and spin): 45.7 kcal per mole
LUMO energy: 0.80 eV

```
! wB97M-V def2-TZVPD RIJCOSX def2/J DEFGRID3
* xyz 0 1
C -1.164 -0.456 1.187
O -1.307 0.372 2.357
C -0.302 0.176 0.205
C -0.009 -0.588 -1.044
C 0.827 0.177 -2.153
N 0.987 0.787 0.819
H -0.650 -1.355 1.512
H -2.196 -0.438 0.776
H -0.708 -0.014 3.010
H -0.671 1.108 -0.160
H 0.556 -1.410 -0.652
H -1.025 -0.920 -1.457
H 1.002 -0.096 -3.235
H 1.897 0.177 -1.853
H 0.567 1.277 -2.251
H 0.631 1.195 1.710
H 1.565 0.008 1.227
*
```

From a Löwdin analysis of the wavefunction, the atomic charges in e read: -0.232, -0.083, -0.453, -0.215, -0.107, 0.038, 0.130, 0.144, 0.083, 0.124, 0.093, 0.134, 0.070, 0.059, 0.080, 0.059, 0.077

No. 2
Formula: C14H23BF16NO3P
Source: the Open Molecules 2025 dataset
Level of theory: ωB97M-V with the def2-TZVPD basis set

Summary:
E_tot: -75966.7667 eV
LUMO energy: 0.11 eV

```
! wB97M-V def2-TZVPD RIJCOSX def2/J DEFGRID3
* xyz 0 1
C 5.586 0.224 -4.187
C 4.841 1.035 -3.135
P 2.982 1.330 -3.499
B 1.034 1.541 -3.857
O 0.647 2.569 -4.670
N 0.114 0.598 -3.253
C 0.421 -0.792 -3.601
C -1.299 0.930 -3.415
H 5.999 -0.661 -3.767
H 4.959 -0.087 -5.006
H 6.386 0.781 -4.612
H 4.906 0.510 -2.207
H 5.345 1.966 -3.011
H 3.210 2.739 -3.656
H 3.078 0.539 -4.714
H 2.667 0.771 -2.207
H -0.073 2.320 -5.245
H 0.551 -1.383 -2.717
H -0.376 -1.243 -4.147
H 1.296 -0.895 -4.202
H -1.796 0.315 -4.135
H -1.452 1.961 -3.647
H -1.810 0.752 -2.488
C 0.640 2.198 -0.024
C 2.059 2.295 0.561
C 2.555 1.113 1.396
F 1.781 0.922 2.486
F 3.815 1.377 1.814
F 2.184 3.443 1.257
F 2.896 2.364 -0.509
O -0.399 2.848 0.683
C -1.027 2.228 1.721
C -0.769 2.949 3.042
F 0.550 3.010 3.298
F -1.367 2.254 4.037
F -0.699 0.922 1.793
F -2.352 2.295 1.479
H 0.685 2.731 -0.970
H 0.374 1.172 -0.273
H 2.568 0.199 0.794
H -1.176 3.961 3.004
C -2.218 -2.261 3.919
C -1.762 -3.444 3.051
C -2.164 -3.430 1.575
F -3.504 -3.434 1.426
F -1.671 -4.543 0.980
F -2.150 -4.602 3.623
F -0.399 -3.423 3.061
O -3.379 -2.440 4.703
C -4.619 -2.240 4.170
C -5.424 -3.539 4.138
F -4.780 -4.479 3.421
F -6.617 -3.297 3.551
F -4.555 -1.662 2.958
F -5.275 -1.393 4.989
H -1.427 -2.122 4.652
H -2.260 -1.335 3.348
H -1.747 -2.551 1.073
H -5.582 -3.908 5.153
*
```

From a Löwdin analysis of the wavefunction, the atomic charges in e read: -0.179, -0.430, 0.817, -0.728, 0.099, -0.134, -0.081, -0.076, 0.053, 0.029, 0.053, 0.043, 0.050, 0.009, 0.005, -0.019, 0.090, 0.077, 0.076, 0.057, 0.078, 0.075, 0.078, -0.042, -0.444, -0.299, 0.090, 0.100, 0.138, 0.074, 0.059, -0.556, -0.283, 0.104, 0.098, 0.136, 0.149, 0.146, 0.139, 0.172, 0.178, -0.041, -0.444, -0.301, 0.095, 0.095, 0.135, 0.105, 0.055, -0.556, -0.285, 0.101, 0.101, 0.150, 0.150, 0.151, 0.141, 0.171, 0.176